Entry 1:
This record from OMol25 describes a molecular structure, C19H31N2PPd at a distorted geometry. The level of theory is ωB97M-V/def2-TZVPD.

The value obtained for the orbital gap (alpha / beta) is 5.476 / 5.220 eV. The strongest force on any atom comes out at 2.203 eV/Å. Its highest occupied orbital energy (alpha / beta) is -4.8 / -7.0 eV.

Structure (ORCA input):
```
! wB97M-V def2-TZVPD RIJCOSX def2/J DEFGRID3
* xyz 0 3
C 0.461 2.665 -2.658
C -0.808 2.174 -2.365
C -0.978 1.141 -1.417
C 0.141 0.649 -0.756
C 1.419 1.098 -1.083
C 1.582 2.132 -2.012
C -2.350 0.615 -1.146
C -2.441 -0.843 -0.652
N -2.283 -1.856 -1.627
Pd -0.022 -0.649 0.837
C 2.601 0.405 -0.458
P 2.016 -1.301 -0.045
H -1.697 2.558 -2.876
H 2.598 2.474 -2.235
H 0.591 3.450 -3.399
H 2.933 0.878 0.484
H 3.457 0.315 -1.138
H -2.841 1.238 -0.382
H -2.967 0.717 -2.055
H -1.712 -1.060 0.209
C 3.320 -2.094 0.915
C 2.039 -2.126 -1.657
H -3.440 -1.001 -0.201
C -1.448 -1.771 -2.788
C -3.110 -3.030 -1.538
H 0.121 -1.708 2.215
H -1.951 -2.323 -3.600
H -1.267 -0.738 -3.104
H -0.468 -2.259 -2.642
H -3.335 -3.385 -2.554
H -2.627 -3.856 -0.991
H -4.042 -2.779 -1.010
H 3.074 -2.174 -2.024
H 1.640 -3.139 -1.513
H 1.422 -1.590 -2.389
H 4.270 -2.027 0.365
H 3.429 -1.637 1.905
H 3.034 -3.147 1.036
H -0.123 -2.243 1.512
C 2.429 0.956 3.066
C 1.087 1.531 2.913
C 0.689 2.766 3.496
C -0.678 2.917 3.247
C -1.094 1.773 2.517
C -2.484 1.475 2.148
N -0.003 0.989 2.282
H 3.184 1.648 2.661
H 2.536 -0.027 2.594
H 2.649 0.840 4.139
H 1.368 3.412 4.035
H -1.346 3.716 3.540
H -3.106 1.438 3.055
H -2.882 2.279 1.517
H -2.587 0.514 1.628
*
```

***

Entry 2:
This record from OMol25 describes a molecular structure, C19H31N5O4S. The level of theory is ωB97M-V/def2-TZVPD.

The value obtained for the orbital gap is 8.188 eV. As for the energy above the lowest of the compared OMol25 structures with the same formula, charge and spin: 0.00 kcal/mol. The strongest force on any atom comes out at 0.869 eV/Å. Its highest occupied orbital energy is -8.2 eV.

Structure (ORCA input):
```
! wB97M-V def2-TZVPD RIJCOSX def2/J DEFGRID3
* xyz 0 1
C 3.847 -1.849 -1.144
C 3.914 -0.880 0.029
C 3.313 -1.446 1.317
H 3.608 -2.492 1.416
H 3.731 -0.892 2.163
C 1.778 -1.409 1.450
N 1.188 -0.147 1.024
C 0.762 -0.030 -0.261
O 0.927 -0.948 -1.061
C 0.122 1.191 -0.742
C 0.072 1.518 -2.102
N 0.704 0.879 -3.095
H 1.059 -0.045 -2.897
H 0.502 1.190 -4.035
C -0.712 2.700 -2.286
N -1.241 3.202 -1.189
S -0.851 2.337 0.118
C -0.974 3.302 -3.608
O -0.541 2.827 -4.646
N -1.736 4.413 -3.562
H -2.074 4.744 -2.675
H -1.978 4.888 -4.415
C 1.027 0.854 2.048
H 0.983 1.844 1.592
H 1.897 0.826 2.710
C -0.244 0.600 2.873
C -0.705 1.777 3.730
H -0.571 2.708 3.178
H -0.174 1.837 4.676
C -2.192 1.464 3.892
H -2.341 0.759 4.710
H -2.792 2.350 4.079
C -2.539 0.809 2.550
H -2.971 1.531 1.850
O -1.323 0.329 1.988
H -3.233 -0.030 2.664
H -0.090 -0.286 3.514
H 1.554 -1.516 2.520
C 1.071 -2.628 0.811
O 1.681 -3.603 0.434
N -0.270 -2.545 0.925
H -0.667 -1.649 1.174
C -1.213 -3.499 0.339
C -0.952 -3.636 -1.163
H 0.041 -4.044 -1.323
H -1.687 -4.293 -1.618
H -0.998 -2.660 -1.640
C -1.046 -4.853 1.033
H -1.244 -4.761 2.099
H -1.735 -5.579 0.609
H -0.029 -5.208 0.895
C -2.616 -2.946 0.586
H -2.731 -1.974 0.109
H -2.798 -2.834 1.654
H -3.363 -3.622 0.179
H 3.413 0.054 -0.237
H 4.962 -0.639 0.230
H 2.814 -2.081 -1.380
H 4.358 -2.776 -0.898
H 4.319 -1.411 -2.021
*
```

***

Entry 3:
This record from OMol25 describes 5 unconnected molecules or ions with the total composition C19H31NO15P at a distorted geometry. The level of theory is ωB97M-V/def2-TZVPD.

The value obtained for the orbital gap is 5.975 eV. The strongest force on any atom comes out at 3.250 eV/Å. Its highest occupied orbital energy is -3.8 eV.

Structure (ORCA input):
```
! wB97M-V def2-TZVPD RIJCOSX def2/J DEFGRID3
* xyz -1 1
C -0.613 -5.841 2.856
C -1.839 -5.305 2.030
O -2.866 -4.942 2.962
C -1.486 -4.222 0.942
C -1.509 -2.724 1.396
N -2.834 -2.221 1.797
C -1.113 -1.861 0.098
O -1.213 -0.619 0.075
O -0.723 -2.504 -0.941
P -0.112 -2.410 2.642
C 1.125 -1.180 2.007
C -0.738 -1.968 4.352
H -1.035 -6.611 3.562
H -0.123 -5.076 3.493
H 0.091 -6.396 2.192
H -2.234 -6.197 1.475
H -2.500 -4.417 3.689
H -2.105 -4.382 0.030
H -0.434 -4.432 0.622
H -3.025 -2.437 2.778
H -2.878 -1.202 1.748
H 1.693 -1.530 1.112
H 0.627 -0.218 1.739
H 1.905 -0.907 2.767
H -0.622 -0.877 4.598
H -0.062 -2.493 5.077
H -1.767 -2.327 4.582
C 2.553 2.060 -1.326
C 1.216 1.813 -0.692
O 1.544 1.677 0.693
C 2.709 2.323 0.900
O 3.180 2.542 1.978
O 3.285 2.698 -0.274
H 2.488 2.703 -2.202
H 3.067 1.135 -1.601
H 0.530 2.654 -0.815
H 0.733 0.909 -1.065
C -0.350 2.809 -4.865
C -1.013 4.141 -5.072
O -1.457 4.484 -3.764
C -0.680 3.809 -2.883
O -0.679 3.992 -1.706
O 0.102 2.891 -3.515
H 0.483 2.644 -5.547
H -1.049 1.974 -4.952
H -0.315 4.908 -5.419
H -1.852 4.084 -5.763
C -5.201 2.871 -3.344
C -5.544 1.699 -4.219
O -5.285 2.201 -5.531
C -4.393 3.215 -5.409
O -3.841 3.735 -6.334
O -4.209 3.557 -4.107
H -4.806 2.570 -2.375
H -6.051 3.540 -3.188
H -4.899 0.836 -4.037
H -6.583 1.391 -4.119
C 6.005 0.919 3.835
C 6.206 0.981 2.348
O 6.930 -0.219 2.074
C 6.660 -1.093 3.079
O 6.971 -2.241 3.074
O 5.986 -0.484 4.092
H 5.074 1.387 4.150
H 6.834 1.368 4.389
H 5.263 0.959 1.798
H 6.775 1.856 2.038
*
```

***

Entry 4:
This record from OMol25 describes a molecular structure, C19H31O2S2Si at a distorted geometry. The level of theory is ωB97M-V/def2-TZVPD.

The value obtained for the orbital gap is 7.232 eV. The strongest force on any atom comes out at 3.444 eV/Å. Its highest occupied orbital energy is -11.7 eV.

Structure (ORCA input):
```
! wB97M-V def2-TZVPD RIJCOSX def2/J DEFGRID3
* xyz 1 1
C -4.315 3.428 0.748
C -3.317 2.594 1.512
C -2.016 2.570 0.751
C -0.964 1.755 1.492
O 0.261 1.661 0.692
C 1.050 0.600 0.843
C 0.584 -0.749 0.696
O 2.245 0.878 1.366
Si 3.838 1.354 0.917
C 4.445 2.417 2.317
C 4.850 -0.174 0.594
C 3.561 2.441 -0.560
H -5.255 3.579 1.275
H -3.897 4.407 0.523
H -4.545 2.965 -0.211
H -3.156 2.997 2.505
H -3.696 1.588 1.659
H -2.188 2.136 -0.246
H -1.646 3.595 0.612
H -0.709 2.242 2.449
H -1.367 0.754 1.700
H 1.421 -1.460 0.804
H -0.273 -1.012 1.452
H 5.459 2.775 2.078
H 3.801 3.302 2.427
H 4.483 1.903 3.289
H 5.799 0.177 0.160
H 5.087 -0.741 1.507
H 4.395 -0.878 -0.120
H 4.521 2.578 -1.073
H 2.831 2.034 -1.272
H 3.202 3.421 -0.219
C -3.902 0.014 -1.458
C -2.876 0.077 -2.410
C -1.760 -0.767 -2.307
C -1.561 -1.482 -1.122
C -0.221 -1.966 -0.675
S -0.414 -3.298 0.485
C 0.745 -4.516 -0.185
C 0.481 -4.804 -1.656
C 0.980 -3.707 -2.570
S 1.048 -2.009 -1.865
C -2.600 -1.559 -0.163
C -3.725 -0.750 -0.292
H -4.840 0.562 -1.587
H -2.938 0.750 -3.263
H -1.056 -0.910 -3.145
H 1.744 -4.137 0.035
H 0.522 -5.402 0.416
H 1.062 -5.705 -1.913
H -0.584 -4.999 -1.845
H 2.032 -3.893 -2.858
H 0.377 -3.597 -3.473
H -2.535 -2.280 0.681
H -4.469 -0.759 0.507
*
```

***

Entry 5:
This record from OMol25 describes a molecular structure, C19H32Br2N5ScSi at a distorted geometry. The level of theory is ωB97M-V/def2-TZVPD.

The value obtained for the orbital gap is 8.038 eV. As for the energy above the lowest of the compared OMol25 structures with the same formula, charge and spin: 9.00 kcal/mol. The strongest force on any atom comes out at 1.941 eV/Å. Its highest occupied orbital energy is -14.8 eV.

Structure (ORCA input):
```
! wB97M-V def2-TZVPD RIJCOSX def2/J DEFGRID3
* xyz 2 1
Sc -0.570 0.552 -0.047
C -2.769 -0.222 3.017
C -1.549 0.422 2.416
C -1.588 1.764 1.968
C -2.878 2.540 2.042
C -0.387 2.429 1.598
C -0.427 3.909 1.300
C 0.850 1.746 1.706
C 2.151 2.484 1.530
C 0.878 0.397 2.124
C 2.203 -0.254 2.400
C -0.324 -0.287 2.414
C -0.293 -1.736 2.820
H -3.480 0.519 3.369
H -2.484 -0.834 3.870
H -3.281 -0.866 2.299
H -3.030 2.896 3.061
H -3.732 1.922 1.781
H -2.872 3.409 1.393
H -0.883 4.440 2.135
H -1.002 4.135 0.398
H 0.568 4.316 1.170
H 2.970 1.808 1.316
H 2.381 3.008 2.457
H 2.102 3.215 0.729
H 2.775 0.373 3.082
H 2.788 -0.390 1.491
H 2.088 -1.221 2.869
H -0.021 -1.832 3.873
H 0.434 -2.282 2.220
H -1.259 -2.209 2.669
Br -3.688 -0.284 -0.599
C -3.659 1.014 -2.025
Br -2.420 2.412 -1.534
H -4.645 1.460 -2.159
H -3.300 0.546 -2.939
C 1.833 -5.071 -0.779
Si 0.851 -4.016 -2.019
C -0.722 -4.887 -2.651
C 1.902 -3.283 -3.439
C 0.233 -2.461 -1.150
C -0.165 -1.413 -0.676
H 2.214 -5.960 -1.272
H 1.214 -5.402 0.049
H 2.687 -4.537 -0.372
H -0.466 -5.829 -3.126
H -1.245 -4.279 -3.383
H -1.408 -5.103 -1.837
H 2.334 -4.078 -4.037
H 2.724 -2.678 -3.066
H 1.302 -2.669 -4.107
N 2.023 4.068 -3.208
N 1.680 2.884 -2.730
N 2.033 1.772 -3.319
C 1.446 0.845 -2.590
N 0.757 1.396 -1.579
N 0.922 2.708 -1.687
H 2.782 4.057 -3.878
H 1.914 4.855 -2.588
H 1.509 -0.212 -2.772
*
```

***

Entry 6:
This record from OMol25 describes a molecular structure, C19H32BrCl2IO4RhS2Si. The level of theory is ωB97M-V/def2-TZVPD.

The value obtained for the orbital gap (alpha / beta) is 7.034 / 6.389 eV. As for the energy above the lowest of the compared OMol25 structures with the same formula, charge and spin: 4.98 kcal/mol. The strongest force on any atom comes out at 0.280 eV/Å. Its highest occupied orbital energy (alpha / beta) is -4.6 / -5.2 eV.

Structure (ORCA input):
```
! wB97M-V def2-TZVPD RIJCOSX def2/J DEFGRID3
* xyz -1 5
Rh 1.846 2.593 -0.942
Cl 2.447 5.079 0.139
C 1.656 5.000 1.689
C 2.141 5.822 2.688
C 1.546 5.794 3.938
C 0.480 4.940 4.165
C 0.021 4.124 3.146
Cl -1.317 3.070 3.507
C 0.587 4.113 1.863
S -0.039 3.067 0.615
H 2.983 6.467 2.480
H 1.917 6.427 4.733
H 0.000 4.892 5.133
I 1.934 2.988 -4.108
C 0.709 3.623 -2.482
H -0.298 3.258 -2.651
H 0.756 4.704 -2.414
C -0.463 -2.665 1.863
C -0.536 -1.294 1.167
C 0.742 -0.507 1.497
C -1.693 -0.501 1.791
Si -0.768 -1.518 -0.718
Br -0.448 0.539 -1.646
C 0.510 -2.676 -1.559
C 1.901 -2.538 -0.922
C 0.079 -4.147 -1.433
C 0.694 -2.344 -3.049
C -2.590 -1.906 -1.226
C -2.692 -2.289 -2.710
C -3.517 -0.691 -1.046
C -3.166 -3.060 -0.389
H -0.381 -2.503 2.943
H 0.415 -3.235 1.559
H -1.345 -3.286 1.691
H 0.842 -0.459 2.587
H 0.702 0.520 1.140
H 1.652 -0.947 1.101
H -1.450 -0.318 2.843
H -2.643 -1.039 1.766
H -1.819 0.476 1.318
H 1.921 -2.872 0.116
H 2.276 -1.515 -0.955
H 2.599 -3.174 -1.479
H -0.072 -4.451 -0.395
H 0.873 -4.779 -1.844
H -0.834 -4.370 -1.987
H 1.120 -1.350 -3.185
H -0.232 -2.399 -3.620
H 1.394 -3.069 -3.478
H -2.289 -1.507 -3.357
H -3.750 -2.418 -2.966
H -2.185 -3.224 -2.945
H -3.222 0.135 -1.692
H -3.551 -0.317 -0.027
H -4.535 -0.991 -1.324
H -2.565 -3.969 -0.443
H -4.167 -3.305 -0.761
H -3.270 -2.788 0.663
O 3.188 1.595 1.242
S 3.886 1.318 -0.015
O 5.108 0.572 0.069
O 4.049 2.655 -0.735
O 2.865 0.652 -0.949
*
```

***

Entry 7:
This record from OMol25 describes a molecular structure, C19H32BrCl2IO4RhS2Si. The level of theory is ωB97M-V/def2-TZVPD.

The value obtained for the orbital gap (alpha / beta) is 6.784 / 6.228 eV. As for the energy above the lowest of the compared OMol25 structures with the same formula, charge and spin: 10.34 kcal/mol. The strongest force on any atom comes out at 0.264 eV/Å. Its highest occupied orbital energy (alpha / beta) is -4.4 / -5.0 eV.

Structure (ORCA input):
```
! wB97M-V def2-TZVPD RIJCOSX def2/J DEFGRID3
* xyz -1 5
Rh -0.347 0.829 -0.094
Cl 0.200 1.043 2.677
C 1.805 0.388 2.849
C 2.454 0.672 4.037
C 3.728 0.184 4.263
C 4.338 -0.587 3.288
C 3.672 -0.853 2.106
Cl 4.497 -1.828 0.927
C 2.377 -0.376 1.823
S 1.615 -0.765 0.312
H 1.950 1.281 4.776
H 4.243 0.407 5.188
H 5.333 -0.985 3.430
I -3.302 -0.022 -0.197
C -1.483 -0.943 0.415
H -1.326 -1.836 -0.178
H -1.527 -1.126 1.482
C 1.963 1.000 -6.512
C 1.802 0.361 -5.124
C 2.164 1.397 -4.044
C 2.824 -0.780 -5.000
Si 0.015 -0.276 -4.861
Br -0.071 -0.815 -2.663
C -1.336 1.053 -5.207
C -0.873 2.477 -4.862
C -1.726 1.051 -6.696
C -2.584 0.791 -4.345
C -0.347 -1.978 -5.711
C -1.827 -2.362 -5.563
C 0.448 -3.131 -5.076
C 0.009 -1.931 -7.206
H 3.000 1.334 -6.630
H 1.325 1.873 -6.646
H 1.751 0.296 -7.319
H 3.194 1.732 -4.213
H 2.116 0.974 -3.040
H 1.523 2.274 -4.057
H 3.832 -0.356 -5.049
H 2.736 -1.510 -5.806
H 2.734 -1.297 -4.043
H -0.062 2.824 -5.502
H -0.580 2.573 -3.818
H -1.721 3.154 -5.021
H -0.866 1.240 -7.344
H -2.448 1.856 -6.870
H -2.195 0.122 -7.016
H -2.360 0.955 -3.290
H -2.995 -0.212 -4.453
H -3.364 1.506 -4.631
H -2.125 -2.397 -4.513
H -1.979 -3.362 -5.985
H -2.497 -1.683 -6.084
H 0.152 -3.300 -4.042
H 1.523 -2.969 -5.096
H 0.238 -4.048 -5.638
H -0.490 -1.117 -7.734
H -0.298 -2.870 -7.680
H 1.083 -1.826 -7.360
O 1.419 2.603 -0.171
S 0.150 3.257 -0.570
O 0.215 4.654 -0.881
O -0.844 2.914 0.532
O -0.394 2.404 -1.706
*
```

***

Entry 8:
This record from OMol25 describes a molecular structure, C19H32DyNO4P2 at a distorted geometry. The level of theory is ωB97M-V/def2-TZVPD.

The value obtained for the orbital gap (alpha / beta) is 6.754 / 6.737 eV. The strongest force on any atom comes out at 3.797 eV/Å. Its highest occupied orbital energy (alpha / beta) is -6.7 / -6.7 eV.

Structure (ORCA input):
```
! wB97M-V def2-TZVPD RIJCOSX def2/J DEFGRID3
* xyz 0 6
C 3.041 -2.876 0.105
C 1.987 -2.064 -0.228
N 1.576 -1.153 0.655
C 2.118 -0.983 1.863
C 3.158 -1.793 2.243
C 3.641 -2.757 1.360
C 1.237 -2.199 -1.551
P 0.366 -0.653 -2.123
Dy -0.173 0.119 0.112
P -0.204 0.598 2.504
C 1.600 0.166 2.733
C -2.019 1.215 -0.420
C -1.864 2.192 -1.318
C -3.023 2.893 -1.723
C -4.270 2.555 -1.177
C -4.342 1.526 -0.233
C -3.174 0.833 0.144
O -1.218 -4.201 -1.681
O -3.007 -2.321 -0.843
H 3.397 -3.623 -0.617
H 3.610 -1.663 3.238
H 4.475 -3.408 1.644
C 1.545 0.376 -2.932
C -0.903 -1.104 -3.236
H 1.791 -0.030 3.796
H 2.148 1.084 2.451
H 0.420 -2.960 -1.459
H 1.916 -2.538 -2.349
C -0.414 2.272 2.975
C -1.152 -0.458 3.543
H -0.907 2.503 -1.751
H -2.947 3.701 -2.455
H -5.176 3.096 -1.484
H -5.306 1.252 0.207
H -3.274 0.023 0.882
H -2.286 -1.852 -0.320
H -3.510 -1.600 -1.240
H -1.969 -3.576 -1.509
H -1.172 -4.716 -0.869
H -1.219 -1.366 0.425
H 1.889 -0.136 -3.837
H 1.073 1.335 -3.209
H 2.404 0.607 -2.279
H -0.456 -1.633 -4.086
H -1.654 -1.750 -2.746
H -1.410 -0.193 -3.583
H -0.902 -0.240 4.587
H -2.227 -0.269 3.375
H -0.965 -1.520 3.321
H -0.191 2.368 4.042
H 0.233 2.943 2.385
H -1.456 2.568 2.783
C 3.505 2.946 0.003
O 2.528 1.797 -0.039
C 1.244 2.049 -0.068
O 0.739 3.147 -0.052
H 3.312 3.490 0.903
H 3.362 3.514 -0.891
H 4.473 2.466 0.026
*
```

***

> The highest strongest force on any atom belongs to which entry?

C19H32DyNO4P2